Record 1
24
Properties=species:S:1:pos:R:3:mulliken_charge:R:1 method="wB97M-V/def2-TZVPD" lumo_energy_ev=-5.4 homo_lumo_gap_ha=0.29049 smiles="COC(=O)[C@@]1(C)C=CC=C[C@@H]1[N+]#N" e_above_lowest_kcal_mol=78.81 e_homo_ev=-13.30 charge=+1
C -1.363 -1.255 1.385 -0.51
C -1.177 -1.810 -0.014 -0.46
C -1.078 0.036 1.598 -0.67
C -0.683 -1.037 -0.948 -1.30
C 1.342 0.110 -0.495 0.39
C -0.868 0.957 0.442 0.23
C -0.193 0.313 -0.790 1.90
C -0.293 0.998 -2.123 -2.00
C 2.774 -0.149 1.346 -0.90
N -3.181 1.569 -0.187 -0.35
N -2.136 1.394 0.164 0.61
O 2.183 -0.046 -1.308 -0.51
O 1.440 0.079 0.837 -0.22
H -1.461 -1.976 2.102 0.56
H -1.523 -2.765 -0.334 0.50
H -0.940 0.361 2.595 0.48
H -0.707 -1.515 -1.916 0.38
H -0.267 1.857 0.686 0.53
H 0.242 1.943 -2.125 0.41
H -1.283 1.192 -2.603 0.47
H 0.170 0.458 -2.935 0.45
H 3.150 0.678 1.800 0.31
H 3.359 -0.539 0.633 0.44
H 2.491 -0.852 2.189 0.26

---

Record 2
106
Properties=species:S:1:pos:R:3:mulliken_charge:R:1 method="wB97M-V/def2-TZVPD" lumo_energy_ev=0.3 homo_lumo_gap_ha=0.30749 smiles="COC[C@H](C)N.COC[C@H](C)N.COC[C@H](C)N.CCOC(=O)OC.CCOC(=O)OC.CCOC(=O)OC.ClCCl.ClCCl" e_above_lowest_kcal_mol=393.91 e_homo_ev=-8.11
C 1.062 2.453 -4.444 -0.60
C 0.149 3.607 -3.990 0.06
C -1.025 3.012 -3.202 -0.89
O -0.626 2.626 -1.926 -0.23
C -1.644 2.483 -0.939 -2.94
N 0.859 4.606 -3.180 -0.84
H 0.610 1.841 -5.225 0.12
H 1.407 1.833 -3.616 -0.15
H 1.923 2.778 -5.027 0.31
H -0.177 4.076 -4.919 0.44
H -1.522 2.212 -3.751 0.41
H -1.779 3.796 -3.139 0.33
H -2.214 1.586 -1.181 0.25
H -2.181 3.424 -0.821 1.59
H -1.154 2.266 0.010 0.51
H 0.130 4.822 -2.516 0.35
H 1.404 4.035 -2.550 0.35
C 4.794 0.865 0.306 -1.71
C 3.505 0.082 0.747 0.33
C 2.377 0.982 1.208 1.21
O 2.826 2.099 2.043 -0.50
C 3.069 1.787 3.361 -0.52
N 3.052 -0.778 -0.391 -0.29
H 5.473 0.012 0.326 0.47
H 5.195 1.623 0.979 0.25
H 4.728 1.297 -0.692 0.38
H 3.802 -0.558 1.577 -0.10
H 1.517 0.437 1.597 -0.12
H 1.940 1.417 0.308 0.05
H 3.712 2.510 3.863 0.37
H 3.666 0.877 3.411 0.07
H 2.171 1.662 3.966 0.20
H 2.871 -0.285 -1.254 0.27
H 2.158 -1.175 -0.138 0.25
C -0.879 -0.551 2.279 -0.41
C -0.635 0.501 1.204 -0.71
C -0.513 -0.275 -0.115 0.70
O 0.686 -1.013 -0.114 -0.31
C 0.792 -1.853 -1.272 -0.29
N -1.788 1.353 1.179 1.38
H -0.915 -0.075 3.259 0.59
H 0.031 -1.150 2.313 -1.34
H -1.683 -1.260 2.082 0.31
H 0.237 1.142 1.333 0.72
H -0.603 0.470 -0.906 -0.23
H -1.361 -0.951 -0.216 0.59
H 1.719 -2.391 -1.075 0.72
H 0.845 -1.176 -2.125 0.14
H -0.005 -2.590 -1.366 -0.98
H -2.009 1.784 2.065 -0.29
H -2.547 0.770 0.856 -1.20
C 2.082 -2.036 1.968 0.08
C 2.054 -1.769 3.449 -0.10
O 3.006 -2.510 4.134 -0.39
C 4.315 -2.156 4.217 0.75
O 4.860 -1.140 3.733 -0.62
O 4.911 -3.258 4.746 -0.32
C 6.307 -3.241 4.749 -0.72
H 1.546 -2.912 1.604 -0.13
H 3.116 -2.228 1.680 0.92
H 1.615 -1.241 1.386 -0.90
H 1.098 -2.036 3.899 0.15
H 2.186 -0.723 3.726 0.17
H 6.646 -2.874 5.717 0.30
H 6.782 -2.739 3.906 0.32
H 6.702 -4.256 4.792 0.27
C 0.599 0.333 -4.857 -1.64
C 0.068 -0.546 -3.811 2.22
O -1.092 -1.163 -4.396 -0.42
C -1.805 -2.091 -3.737 0.36
O -1.394 -2.535 -2.627 -0.30
O -2.944 -2.175 -4.305 -0.42
C -4.060 -2.550 -3.455 -0.64
H -0.135 1.084 -5.147 0.23
H 0.904 -0.118 -5.801 0.36
H 1.434 0.731 -4.279 0.48
H -0.260 -0.122 -2.862 -1.40
H 0.955 -1.165 -3.675 0.37
H -4.547 -1.736 -2.917 0.24
H -3.877 -3.446 -2.862 0.30
H -4.748 -2.931 -4.209 0.30
C -3.774 2.702 -0.504 -1.94
C -4.272 1.318 -0.804 -0.11
O -4.855 0.708 0.329 -0.40
C -4.121 -0.326 0.971 0.42
O -3.100 -0.903 0.617 -0.45
O -4.757 -0.556 2.143 -0.29
C -4.199 -1.440 3.126 -0.67
H -4.500 3.251 0.097 0.86
H -3.430 3.165 -1.429 0.44
H -2.969 2.738 0.230 0.69
H -3.533 0.702 -1.317 0.38
H -5.019 1.508 -1.575 0.55
H -4.778 -1.528 4.045 0.29
H -3.233 -1.080 3.483 0.25
H -4.087 -2.469 2.784 0.36
C -3.329 2.234 3.745 0.50
Cl -4.289 1.244 4.834 -0.15
Cl -4.310 2.822 2.366 -0.13
H -3.061 3.158 4.258 0.50
H -2.414 1.772 3.375 -0.35
C -0.477 -4.474 -1.245 0.63
Cl 1.147 -4.453 -1.911 -0.14
Cl -0.397 -4.984 0.471 -0.21
H -0.868 -3.456 -1.253 -0.36
H -1.144 -5.148 -1.783 0.47

---

Record 3
13
Properties=species:S:1:pos:R:3:mulliken_charge:R:1 method="wB97M-V/def2-TZVPD" lumo_energy_ev=0.0 homo_lumo_gap_ha=0.30646 smiles="S=C1CCNC1" e_above_lowest_kcal_mol=33.87 e_homo_ev=-8.36
C 0.456 -0.532 -0.959 0.18
C -0.155 -1.140 0.246 -0.45
C -0.263 0.043 1.291 -0.44
C 0.439 0.958 -0.736 -0.69
H -1.117 -1.467 -0.204 0.23
H 0.257 -2.049 0.668 0.37
H -1.085 -0.061 2.145 0.29
H 0.782 0.174 1.646 0.27
H -1.523 1.301 0.082 0.30
H 1.518 1.226 -0.495 0.25
H 0.255 1.463 -1.677 0.40
N -0.515 1.220 0.395 -0.44
S 0.953 -1.135 -2.402 -0.27

---

Record 4
25
Properties=species:S:1:pos:R:3:mulliken_charge:R:1 method="wB97M-V/def2-TZVPD" lumo_energy_ev=0.5 homo_lumo_gap_ha=0.32113 smiles="CCC1=PC[C@@H]2C[C@]12CC" e_above_lowest_kcal_mol=47.15 e_homo_ev=-8.19
C 0.225 -0.001 -0.594 0.63
C -0.272 0.736 0.614 0.61
C -0.389 0.567 -1.841 -1.33
C 1.360 2.103 -0.594 -1.02
C 1.103 0.733 -1.642 -0.15
C 1.876 -1.586 0.389 -1.09
C -2.679 1.157 1.108 -1.12
C 0.594 -1.459 -0.502 -0.78
C -1.545 0.126 1.159 -0.58
P 0.318 2.227 1.182 -0.04
H -0.715 0.107 -2.716 0.36
H -0.903 1.536 -1.920 0.27
H 2.456 1.882 -0.314 0.30
H 1.256 3.123 -0.961 0.46
H 1.943 0.185 -2.235 0.29
H 1.540 -1.353 1.386 0.30
H 2.694 -0.970 -0.036 0.29
H 2.148 -2.686 0.454 0.37
H -2.313 2.126 1.456 0.32
H -3.604 0.972 1.727 0.35
H -3.115 1.266 0.102 0.28
H -0.080 -2.138 0.029 0.29
H 0.789 -1.864 -1.476 0.45
H -1.735 -0.781 0.566 0.21
H -1.295 -0.229 2.177 0.34